# 1
{
  "formula": "C5H8O2",
  "method": "wB97M-V/def2-TZVPD",
  "symbols": ["O", "C", "C", "C", "C", "O", "C", "H", "H", "H", "H", "H", "H", "H", "H"],
  "positions_angstrom": [[-2.16452, 0.77117, 0.87664], [-1.16662, -0.21025, 0.77897], [-0.67269, -0.56980, -0.65243], [0.73842, -0.09233, -0.25458], [2.34881, 0.20540, -1.28297], [1.28420, 1.03646, -0.92678], [0.27071, 0.21751, 1.17660], [-1.85932, 1.56469, 0.41667], [-1.54915, -1.06278, 1.34566], [-1.14987, 0.01975, -1.44120], [-0.75591, -1.63213, -0.89996], [1.57301, -0.87519, -0.28190], [2.01144, -0.29679, -2.23839], [0.35632, 1.28361, 1.40348], [0.73516, -0.35932, 1.98021]],
  "gap_ev": 9.1,
  "lumo_ev": 0.56,
  "homo_energy_ev": -8.50,
  "total_energy_ha": -345.5959
}

***

# 2
{
  "formula": "C26H50AuN4O3SbSi4",
  "method": "wB97M-V/def2-TZVPD",
  "symbols": ["Au", "N", "N", "C", "O", "O", "H", "H", "H", "C", "Sb", "C", "C", "C", "C", "C", "C", "N", "Si", "C", "C", "C", "C", "C", "C", "C", "C", "C", "N", "Si", "C", "C", "C", "Si", "C", "C", "C", "H", "H", "H", "H", "H", "H", "H", "H", "H", "H", "H", "H", "H", "H", "H", "H", "H", "H", "H", "H", "H", "H", "H", "H", "H", "H", "H", "H", "H", "H", "H", "H", "H", "H", "H", "H", "H", "H", "C", "Si", "C", "C", "O", "H", "H", "H", "H", "H", "H", "H", "H", "H"],
  "positions_angstrom": [[0.07685, 0.09184, 0.20024], [2.41424, 0.18913, 0.31888], [2.76962, 1.53009, 0.07510], [1.78244, 2.55244, 0.07915], [2.19310, 3.69823, 0.17604], [0.55662, 2.19460, -0.08060], [2.45069, -0.05051, 1.31122], [3.01207, -0.42323, -0.22105], [3.62744, 1.84490, 0.50170], [-4.41114, -1.30816, -1.98322], [-2.33494, -0.61792, -1.97704], [-2.04072, 0.16231, 0.03348], [-2.45305, -0.91865, 0.91746], [-2.55410, -0.78128, 2.31253], [-2.94306, -1.86599, 3.06337], [-3.22609, -3.07891, 2.43263], [-3.09843, -3.13568, 1.06068], [-2.72506, -2.09263, 0.32098], [-2.69457, 1.92560, 0.26450], [-2.11712, 2.70852, 1.87434], [-2.20838, 2.92382, -1.25665], [-4.59067, 1.77957, 0.32705], [-0.94639, -2.32762, -2.50420], [-0.43118, -2.94848, -1.24233], [-0.44668, -4.33842, -1.07390], [0.00445, -4.92257, 0.09294], [0.49072, -4.11211, 1.10380], [0.53809, -2.75256, 0.86713], [0.10692, -2.18908, -0.27014], [-1.99026, -3.49221, -3.61502], [-3.33667, -4.47924, -2.71450], [-0.87792, -4.74196, -4.51291], [-2.93368, -2.56376, -4.97214], [0.51060, -1.51803, -3.52305], [0.98392, 0.25775, -3.11781], [1.98874, -2.67229, -3.30512], [0.05564, -1.39213, -5.35772], [-5.01136, -0.45736, -1.66502], [-4.51962, -2.11866, -1.27591], [-4.71896, -1.61049, -2.98209], [-2.28509, 0.15893, 2.77169], [-3.03304, -1.77961, 4.13850], [-3.53933, -3.94726, 2.99429], [-3.30665, -4.05162, 0.51475], [-1.08927, 2.41287, 2.09541], [-2.75922, 2.41963, 2.70846], [-2.14292, 3.79653, 1.79285], [-1.12068, 3.00130, -1.29443], [-2.62161, 3.93300, -1.21361], [-2.56386, 2.45707, -2.18217], [-4.89494, 0.95237, 0.97361], [-5.01697, 1.61265, -0.66505], [-5.03565, 2.69460, 0.72341], [-0.80365, -4.96806, -1.87279], [-0.03290, -5.99826, 0.21129], [0.82536, -4.51252, 2.04987], [0.90521, -2.06341, 1.62750], [-2.99408, -4.98593, -1.81259], [-3.71798, -5.24166, -3.39714], [-4.17688, -3.84362, -2.43449], [-0.19789, -5.27685, -3.84832], [-0.26763, -4.26000, -5.27686], [-1.50122, -5.48532, -5.01453], [-3.38593, -1.63444, -4.61786], [-3.73877, -3.20462, -5.33627], [-2.30181, -2.31856, -5.82415], [1.44385, 0.37601, -2.14268], [0.11941, 0.92826, -3.15152], [1.69902, 0.61657, -3.86188], [2.22162, -2.81387, -2.24752], [2.87448, -2.26216, -3.79366], [1.79288, -3.65535, -3.73839], [-0.83018, -0.76820, -5.49703], [-0.12271, -2.35458, -5.83506], [0.88003, -0.91085, -5.88684], [3.19989, 0.42653, 3.83617], [1.30453, 0.21844, 3.89454], [0.62372, 1.80728, 4.68177], [0.97862, -1.18201, 5.16049], [0.68952, -0.17432, 2.49429], [3.63102, 0.59145, 4.82563], [3.47193, 1.28887, 3.21718], [3.68291, -0.45914, 3.40984], [1.13253, 2.04855, 5.61722], [-0.44672, 1.72243, 4.88517], [0.76748, 2.64351, 3.99092], [1.51311, -1.00508, 6.09682], [1.31186, -2.13560, 4.74139], [-0.09061, -1.25956, 5.37268]],
  "s2": 2.011,
  "gap_ev": [7.0, 4.9],
  "lumo_ev": [-0.11, -3.07],
  "homo_energy_ev": [-7.09, -8.00],
  "spin_multiplicity": 3,
  "total_energy_ha": -2999.4149
}

***

# 3
{
  "formula": "CHO3S",
  "method": "wB97M-V/def2-TZVPD",
  "symbols": ["C", "O", "O", "O", "S", "H"],
  "positions_angstrom": [[-0.96906, -0.39694, 0.11668], [-0.77053, -1.56656, 0.09867], [-1.85565, 0.28176, 0.50566], [1.35502, 1.43786, 0.52874], [0.80445, 0.70831, -0.63257], [1.43577, -0.46443, -0.61718]],
  "charge": -1,
  "gap_ev": 7.0,
  "lumo_ev": 3.79,
  "homo_energy_ev": -3.21,
  "total_energy_ha": -662.6436
}

***

# 4
{
  "formula": "C3H7NOS",
  "method": "wB97M-V/def2-TZVPD",
  "symbols": ["O", "C", "N", "C", "C", "S", "H", "H", "H", "H", "H", "H", "H"],
  "positions_angstrom": [[0.15045, 0.95112, -3.15192], [0.23815, 1.04677, -1.95309], [0.62556, 0.03489, -1.14113], [0.63539, 0.10549, 0.30130], [-0.57633, -0.61706, 0.90555], [-0.40599, -0.62481, 2.72327], [0.10556, 2.03515, -1.45737], [0.75230, -0.82427, -1.65277], [0.59042, 1.15550, 0.57442], [1.54838, -0.30860, 0.70716], [-0.58609, -1.65881, 0.58252], [-1.49156, -0.12569, 0.60060], [-1.58621, -1.16966, 2.96145]],
  "smiles": "O=CNCCS",
  "gap_ev": 10.3,
  "lumo_ev": 0.77,
  "homo_energy_ev": -9.51,
  "total_energy_ha": -646.6917
}

***

# 5
{
  "formula": "C4H6S2",
  "method": "wB97M-V/def2-TZVPD",
  "symbols": ["C", "C", "C", "C", "H", "H", "H", "H", "H", "H", "S", "S"],
  "positions_angstrom": [[-0.01268, 0.09402, -1.08036], [1.07384, -0.31376, -0.20556], [-0.45794, -0.77375, 0.17923], [-1.03968, -0.31121, 1.48454], [1.38470, 2.27509, -0.83739], [-0.39497, -0.25958, -2.07062], [1.43167, 0.52011, 0.30893], [1.87273, -1.04453, -0.51132], [-0.53092, -1.77020, -0.17038], [-0.93414, 0.81061, 1.63964], [-0.25752, 2.01135, -1.12805], [-2.13509, -1.23815, 2.39133]],
  "smiles": "S=C[C@@H]1C[C@@H]1S",
  "gap_ev": 8.2,
  "lumo_ev": -0.51,
  "homo_energy_ev": -8.70,
  "total_energy_ha": -952.2522
}

***

# 6
{
  "formula": "C9H19NSi",
  "method": "wB97M-V/def2-TZVPD",
  "symbols": ["C", "C", "C", "C", "C", "C", "C", "C", "C", "N", "Si", "H", "H", "H", "H", "H", "H", "H", "H", "H", "H", "H", "H", "H", "H", "H", "H", "H", "H", "H"],
  "positions_angstrom": [[-3.02039, -0.22274, 0.92552], [-2.02591, 0.23383, 1.43680], [-4.41175, -0.39836, 0.52054], [3.21779, -0.44559, 1.61442], [0.22214, 2.44074, -0.68622], [0.11343, -1.32159, -2.68269], [2.14399, -1.26359, 0.94409], [1.54729, 1.66817, -0.38595], [-0.33127, -0.90895, -1.24854], [-0.92253, 0.66196, 1.86214], [1.10478, -0.19000, -0.24786], [-4.89574, 0.48568, 1.05302], [-4.45096, -0.18568, -0.56588], [-4.93845, -1.29655, 0.79655], [2.88274, 0.34888, 2.29736], [3.81679, -1.01435, 2.26312], [3.76800, 0.01360, 0.89653], [0.27731, 3.44970, -0.66843], [-0.13030, 2.07510, -1.53546], [-0.48563, 2.12763, 0.01500], [-0.85160, -1.61636, -3.26174], [0.35772, -0.38145, -3.25316], [0.97338, -1.98495, -2.70470], [1.63323, -1.83419, 1.75455], [2.73203, -2.03827, 0.48091], [1.92248, 2.04209, 0.65058], [2.19297, 1.87282, -1.12876], [-0.47940, -1.93425, -0.77243], [-1.30563, -0.47022, -1.00625], [-0.65653, 0.08687, 2.63691]],
  "gap_ev": [5.4, 5.4],
  "lumo_ev": [-0.72, -0.72],
  "homo_energy_ev": [-6.13, -6.13],
  "total_energy_ha": -698.3511
}

***

Calculated ΔE to the lowest compared entry with this formula, charge and spin, 131.21 8.64 20.35 12.72 73.51 103.39 kcal per mole (same order as the records).